The following is a DFT calculation (ωB97M-V with the def2-TZVPD basis set) of an isolated molecule of C4H5NS in a non-equilibrium geometry.

XYZ file:
```
11
C4H5NS | OMol25 | ωB97M-V with the def2-TZVPD basis set
C 0.9804 1.3750 -0.3163
C -1.0420 0.5142 0.1763
C 1.0087 -0.9811 -0.1088
C -0.3791 -0.9499 0.3214
N -0.1958 1.5593 -0.1520
S -0.1370 -1.7542 -1.3252
H 1.8049 2.0869 -0.5169
H -1.7559 0.5976 -0.5199
H -1.4160 0.5412 1.2647
H 2.0128 -1.4900 0.1429
H -0.8809 -1.4989 1.0338
```

- HOMO-LUMO gap (spin up / spin down): 8.17 / 8.17 eV
- Energy relative to the best compared isomer or geometry (same formula, charge and spin): 4.585 eV
- HOMO level (spin up / spin down): -7.7 / -7.7 eV
- Energy: -16549.480 eV